The following is a DFT calculation (the ωB97M-V functional and the def2-TZVPD basis) of C5H10O as an isolated structure.

Summary:
Orbital gap   8.58 eV
HOMO level   -8.17 eV
Max |F|   1.3 eV Å⁻¹

Element x y z (Å)
C: 0.371 1.163 -0.282
C: -0.498 0.020 0.014
C: 0.503 -0.461 0.933
O: 2.812 0.145 0.558
C: -1.220 -0.809 -0.980
C: -1.968 -0.100 0.120
H: 0.735 1.247 -1.313
H: 0.129 2.124 0.190
H: 2.068 0.773 0.337
H: 0.907 -1.484 0.869
H: 0.608 -0.029 1.924
H: 2.890 -0.355 -0.270
H: -1.125 -1.888 -0.899
H: -1.311 -0.426 -1.992
H: -2.534 0.786 -0.139
H: -2.367 -0.705 0.929


The following is a DFT calculation (the ωB97M-V functional and the def2-TZVPD basis) of a 2-piece molecular cluster, C6H9N2O2 overall.

Summary:
Orbital gap   8.66 eV
Total charge   -1
HOMO level   -4.85 eV
Max |F|   1.1 eV Å⁻¹

Element x y z (Å)
C: 2.267 0.327 -3.650
C: 1.307 -0.110 -2.527
O: 0.342 0.694 -2.313
O: 1.516 -1.171 -1.927
H: 3.132 0.900 -3.326
H: 1.687 0.974 -4.318
H: 2.597 -0.537 -4.223
C: -1.655 -0.861 3.507
C: -0.901 1.373 0.839
C: -0.613 -0.742 1.156
C: -1.322 -0.214 2.199
N: -0.366 0.280 0.290
N: -1.481 1.138 2.004
H: 0.040 0.285 -0.672
H: -0.901 2.359 0.391
H: -0.313 -1.772 1.043
H: -0.839 -0.720 4.217
H: -2.003 -1.883 3.356
H: -2.495 -0.320 3.955


The following is a DFT calculation (the ωB97M-V functional and the def2-TZVPD basis) of a 2-piece molecular cluster, C6H10O overall.

Summary:
Orbital gap (spin up / spin down)   8.08 / 8.26 eV
HOMO level (spin up / spin down)   -9.31 / -9.40 eV
Max |F|   0.6 eV Å⁻¹

Element x y z (Å)
O: -0.294 -0.021 2.495
C: -0.691 0.691 1.604
C: -1.387 0.199 0.354
C: -0.803 -1.119 -0.185
C: 0.154 -0.933 -1.329
C: 1.239 1.808 0.415
C: 1.410 -1.368 -1.361
H: -0.681 1.807 1.729
H: -2.439 0.059 0.641
H: -1.366 0.992 -0.401
H: -1.626 -1.759 -0.527
H: -0.311 -1.644 0.641
H: -0.251 -0.422 -2.206
H: 1.159 2.675 -0.279
H: 1.994 2.148 1.157
H: 2.037 -1.236 -2.240
H: 1.856 -1.877 -0.509


The following is a DFT calculation (the ωB97M-V functional and the def2-TZVPD basis) of C49H63N3NbO2S as an isolated structure.

Summary:
Orbital gap   6.96 eV
Total charge   -1
HOMO level   -4.87 eV
Max |F|   1.3 eV Å⁻¹

Element x y z (Å)
N: -2.991 -1.730 -2.243
C: -1.863 -0.772 -2.228
C: -0.463 -1.388 -2.377
Nb: 0.050 -3.162 -1.010
C: 0.314 -4.393 -2.895
N: -0.715 -5.286 -3.475
C: -1.027 -2.063 0.638
C: -0.975 -2.589 2.091
C: -1.309 -4.085 2.256
S: 0.041 -5.120 2.910
C: 2.183 -2.286 -0.936
O: 3.299 -3.205 -0.656
N: 4.034 -3.440 -1.746
O: 4.864 -4.271 -1.556
H: -2.743 -2.537 -2.806
H: -3.085 -2.076 -1.296
H: -2.026 -0.036 -3.027
H: -1.926 -0.210 -1.292
H: -0.290 -1.655 -3.430
H: 0.272 -0.602 -2.128
H: 0.853 -4.477 0.009
H: -1.523 -4.144 -0.998
H: 1.206 -5.009 -2.710
H: 0.558 -3.675 -3.689
H: -1.093 -5.833 -2.710
H: -1.498 -4.704 -3.754
H: -2.078 -1.852 0.408
H: -0.514 -1.085 0.590
H: -1.702 -2.021 2.686
H: 0.000 -2.385 2.542
H: -1.675 -4.513 1.321
H: -2.097 -4.221 3.002
H: 0.610 -5.521 1.757
H: 2.425 -1.825 -1.901
H: 2.266 -1.526 -0.148
C: -5.039 1.075 -5.534
C: -3.901 0.373 -5.160
C: -2.687 0.649 -5.778
C: -2.613 1.621 -6.766
C: -3.753 2.320 -7.140
C: -4.967 2.047 -6.524
H: -5.985 0.858 -5.055
H: -3.951 -0.389 -4.389
H: -1.800 0.099 -5.488
H: -1.665 1.832 -7.247
H: -3.695 3.076 -7.914
H: -5.857 2.590 -6.817
C: -1.570 -3.237 7.190
C: -1.033 -2.330 8.095
C: 0.342 -2.157 8.169
C: 1.181 -2.889 7.338
C: 0.644 -3.796 6.434
C: -0.731 -3.970 6.362
H: -2.643 -3.372 7.130
H: -1.687 -1.754 8.739
H: 0.763 -1.450 8.874
H: 2.253 -2.749 7.392
H: 1.290 -4.362 5.774
H: -1.145 -4.680 5.655
C: 0.688 -8.743 7.789
C: 0.925 -7.807 6.790
C: 0.050 -7.695 5.718
C: -1.066 -8.520 5.649
C: -1.305 -9.455 6.647
C: -0.426 -9.568 7.717
H: 1.372 -8.828 8.624
H: 1.791 -7.160 6.849
H: 0.222 -6.967 4.936
H: -1.747 -8.428 4.812
H: -2.175 -10.097 6.592
H: -0.611 -10.299 8.495
C: 4.304 2.182 -3.043
C: 4.252 0.863 -3.472
C: 3.093 0.364 -4.049
C: 1.982 1.185 -4.200
C: 2.035 2.506 -3.770
C: 3.195 3.003 -3.190
H: 5.207 2.568 -2.586
H: 5.112 0.217 -3.348
H: 3.052 -0.672 -4.362
H: 1.073 0.790 -4.634
H: 1.165 3.143 -3.878
H: 3.238 4.030 -2.845
C: 3.490 6.484 -4.998
C: 4.409 7.235 -5.718
C: 4.673 8.548 -5.354
C: 4.022 9.111 -4.264
C: 3.106 8.361 -3.540
C: 2.840 7.048 -3.908
H: 3.284 5.459 -5.279
H: 4.919 6.794 -6.565
H: 5.387 9.133 -5.918
H: 4.230 10.135 -3.979
H: 2.600 8.797 -2.688
H: 2.125 6.462 -3.343
C: -0.935 7.167 -4.876
C: -1.040 5.832 -5.238
C: -2.181 5.372 -5.879
C: -3.219 6.251 -6.159
C: -3.115 7.588 -5.798
C: -1.972 8.047 -5.155
H: -0.040 7.520 -4.377
H: -0.229 5.147 -5.022
H: -2.265 4.330 -6.157
H: -4.110 5.889 -6.657
H: -3.925 8.272 -6.016
H: -1.890 9.088 -4.871
C: -0.044 1.484 7.917
C: 0.882 2.308 7.291
C: 1.033 3.624 7.706
C: 0.259 4.117 8.749
C: -0.667 3.294 9.375
C: -0.819 1.978 8.957
H: -0.166 0.460 7.587
H: 1.485 1.922 6.479
H: 1.752 4.267 7.215
H: 0.377 5.144 9.072
H: -1.271 3.678 10.188
H: -1.544 1.336 9.443


The following is a DFT calculation (the ωB97M-V functional and the def2-TZVPD basis) of the molecule C19H30N2O3.

Summary:
Structure (SMILES)   COC(CN(C)[C@@H](C(=O)NC1CCCCC1)c1ccccc1)OC
Orbital gap   8.94 eV
HOMO level   -8.20 eV
Max |F|   0.6 eV Å⁻¹

Element x y z (Å)
C: 3.155 2.936 0.007
O: 2.556 1.837 -0.645
C: 3.417 0.737 -0.807
C: 2.595 -0.475 -1.274
N: 1.978 -1.151 -0.147
C: 1.786 -2.572 -0.378
C: 0.790 -0.455 0.338
C: -0.411 -0.466 -0.622
O: -0.443 -1.045 -1.689
N: -1.439 0.281 -0.162
C: -2.701 0.426 -0.858
C: -2.992 1.899 -1.146
C: -4.314 2.043 -1.893
C: -5.454 1.428 -1.086
C: -5.165 -0.041 -0.794
C: -3.843 -0.189 -0.047
C: 0.407 -0.976 1.705
C: -0.598 -1.922 1.869
C: -0.918 -2.397 3.129
C: -0.234 -1.935 4.240
C: 0.775 -0.999 4.085
C: 1.092 -0.524 2.825
O: 4.489 1.042 -1.659
C: 4.126 1.356 -2.991
H: 4.049 3.273 -0.526
H: 3.435 2.671 1.033
H: 2.411 3.730 0.019
H: 3.903 0.491 0.152
H: 3.295 -1.170 -1.741
H: 1.862 -0.151 -2.024
H: 2.759 -3.022 -0.569
H: 1.374 -3.020 0.525
H: 1.120 -2.786 -1.221
H: 1.087 0.596 0.437
H: -1.360 0.720 0.742
H: -2.584 -0.119 -1.801
H: -2.176 2.322 -1.735
H: -3.044 2.445 -0.200
H: -4.239 1.538 -2.858
H: -4.518 3.099 -2.082
H: -5.566 1.971 -0.144
H: -6.391 1.520 -1.638
H: -5.110 -0.593 -1.735
H: -5.975 -0.469 -0.200
H: -3.632 -1.244 0.138
H: -3.908 0.316 0.921
H: -1.131 -2.292 1.004
H: -1.702 -3.131 3.243
H: -0.484 -2.306 5.223
H: 1.316 -0.639 4.948
H: 1.882 0.203 2.702
H: 3.870 0.456 -3.558
H: 5.000 1.828 -3.437
H: 3.281 2.048 -3.014


The following is a DFT calculation (the ωB97M-V functional and the def2-TZVPD basis) of C24H50Br18N2O2 as an isolated structure.

Summary:
Orbital gap   8.36 eV
HOMO level   -8.20 eV
Max |F|   14.4 eV Å⁻¹

Element x y z (Å)
Br: 1.681 -2.484 -3.484
C: 0.217 -1.930 -4.634
C: -0.884 -2.975 -4.555
Br: -2.439 -2.276 -5.506
H: 0.536 -1.809 -5.669
H: -0.145 -0.941 -4.359
H: -1.155 -3.159 -3.521
H: -0.536 -3.886 -5.033
Br: -2.669 6.311 -3.055
C: -3.092 4.542 -3.777
C: -1.882 3.641 -3.610
Br: -2.356 1.840 -4.212
H: -3.305 4.595 -4.843
H: -4.000 4.205 -3.289
H: -1.565 3.576 -2.574
H: -1.087 3.974 -4.268
Br: -0.071 0.329 3.479
C: 1.773 -0.472 3.498
C: 2.831 0.578 3.722
Br: 4.471 -0.413 4.138
H: 1.893 -1.090 2.609
H: 1.831 -1.223 4.284
H: 2.648 1.163 4.615
H: 3.084 1.288 2.944
Br: 4.429 2.970 -2.626
C: 3.347 4.593 -2.483
C: 3.259 5.001 -1.016
Br: 1.751 6.270 -0.812
H: 2.359 4.433 -2.897
H: 3.871 5.378 -3.019
H: 4.083 5.602 -0.655
H: 2.978 4.198 -0.345
Br: 1.257 3.692 2.150
C: -0.332 3.993 3.242
C: 0.077 4.681 4.516
Br: 0.954 3.272 5.653
H: -0.882 3.073 3.408
H: -0.966 4.627 2.622
H: -0.776 5.042 5.084
H: 0.824 5.450 4.362
Br: -3.639 2.833 2.156
C: -2.898 1.220 1.414
C: -1.775 1.511 0.445
Br: -2.353 2.326 -1.249
H: -3.676 0.668 0.888
H: -2.605 0.532 2.201
H: -1.177 0.623 0.235
H: -1.025 2.152 0.914
Br: 2.988 -3.753 3.538
C: 2.000 -4.579 2.045
C: 1.433 -3.535 1.130
Br: 0.365 -4.340 -0.268
H: 1.298 -5.296 2.452
H: 2.783 -5.097 1.493
H: 2.168 -2.933 0.602
H: 0.779 -2.778 1.565
Br: 4.530 1.186 0.602
C: 3.858 -0.631 0.350
C: 4.561 -1.247 -0.826
Br: 4.122 -3.201 -0.953
H: 2.786 -0.522 0.191
H: 3.976 -1.196 1.273
H: 5.635 -1.088 -0.888
H: 4.235 -0.826 -1.778
Br: -5.945 -1.645 -2.199
C: -4.911 -1.838 -0.544
C: -3.681 -0.920 -0.511
Br: -2.464 -1.329 -1.995
H: -4.525 -2.855 -0.555
H: -5.476 -1.677 0.370
H: -3.149 -1.189 0.398
H: -3.948 0.130 -0.561
C: 0.643 -1.195 -0.570
O: 0.659 -1.335 0.643
N: 0.803 -0.006 -1.192
C: 0.847 0.093 -2.628
C: 1.141 1.165 -0.405
H: 0.489 -2.001 -1.298
H: 1.819 0.363 -3.034
H: 0.131 0.876 -2.928
H: 0.322 -0.698 -3.168
H: 2.153 1.564 -0.493
H: 0.499 1.947 -0.835
H: 0.866 1.139 0.644
C: -1.936 -2.637 1.458
O: -2.771 -1.881 0.985
N: -2.191 -3.922 1.788
C: -1.116 -4.695 2.398
C: -3.536 -4.443 1.863
H: -0.914 -2.309 1.682
H: -1.284 -4.971 3.439
H: -0.142 -4.212 2.319
H: -0.983 -5.579 1.763
H: -3.640 -5.515 1.714
H: -4.025 -4.121 2.783
H: -4.116 -3.991 1.056


> What is the max |F| in the third record?

0.6 eV Å⁻¹